C3H5N3O in the gas phase at a distorted geometry, computed with ωB97M-V with the def2-TZVPD basis set.

The value obtained for the HOMO energy is -8.7 eV. The calculation puts the energy above the lowest of the compared OMol25 structures with the same formula, charge and spin at 89.23 kcal per mole. The LUMO energy is 0.9 eV. For the molar mass, the calculation gives 99.093 g mol⁻¹.

Last column: Mulliken charge in e.
CARTESIAN COORDINATES (ANGSTROEM)
1 C -1.02903 -1.79918 0.11843  -0.5453
2 O 0.23543 -1.37124 -0.20477  -0.3755
3 C 0.38470 -0.13379 -0.00308  0.5150
4 C 1.42406 0.70634 -0.37098  -0.4233
5 N 0.85213 1.95298 -0.07425  0.1295
6 N -0.43077 1.88998 0.38276  -0.7737
7 N -0.65125 0.64023 0.40617  -0.0477
8 H -1.33993 -2.84256 -0.14999  0.2507
9 H -1.05678 -1.60303 1.27118  0.2535
10 H -1.89830 -1.07912 -0.20469  0.2461
11 H 2.35508 0.59094 -0.81814  0.4535
12 H 1.15467 3.04846 -0.35263  0.3172